{"formula": "C2H3N3OS", "method": "wB97M-V/def2-TZVPD", "relative_energy_kcal_mol": 34.3, "homo_ev": -9.395, "multiplicity": 1, "species": ["S", "O", "C", "N", "C", "N", "N", "H", "H", "H"], "coordinates": [[0.608073, 2.546698, 0.413341], [1.232240, 0.972755, 0.382561], [0.361866, 0.136383, -0.051604], [-0.931081, 0.297595, -0.050458], [-1.326943, -1.004799, -0.352918], [-0.354300, -1.854936, -0.587683], [0.778629, -1.131291, -0.345849], [0.371139, 2.741572, 1.853792], [-2.389646, -1.100460, -0.536605], [1.650023, -1.603517, -0.724577]], "forces_ev_per_a": [[0.3, 1.0, 2.2], [1.8, 2.9, 0.7], [-0.8, -2.1, -0.1], [0.5, -2.0, -0.1], [0.2, 1.2, -0.8], [-1.2, -0.1, 0.1], [0.0, -0.8, -0.9], [0.4, -0.7, -2.3], [0.2, -0.9, 0.1], [-1.4, 1.6, 1.1]]}

{"formula": "C2H3N3OS", "method": "wB97M-V/def2-TZVPD", "relative_energy_kcal_mol": 45.1, "homo_ev": -7.635, "multiplicity": 1, "species": ["O", "C", "C", "N", "N", "N", "S", "H", "H", "H"], "coordinates": [[1.315721, -1.549548, 0.137667], [0.477807, -0.496077, 0.067416], [-0.886794, -0.590607, 0.380137], [-1.393891, 0.615681, 0.116207], [-0.478395, 1.508513, -0.234174], [0.689699, 0.826611, -0.183360], [2.107596, 1.663923, -0.515666], [2.090411, -1.502906, -0.424497], [-1.556263, -1.367405, 0.756569], [-2.365890, 0.891814, -0.100298]], "forces_ev_per_a": [[-0.5, 0.7, 0.4], [-1.6, -0.7, 1.0], [0.1, -0.8, -0.4], [-0.4, 1.3, -0.4], [0.8, -1.2, 0.2], [-1.3, 0.6, -0.6], [1.0, -0.3, -0.1], [0.3, 0.7, -0.3], [0.7, 0.0, -0.4], [0.9, -0.4, 0.7]]}

{"formula": "C2H3N3OS", "method": "wB97M-V/def2-TZVPD", "relative_energy_kcal_mol": 143.0, "homo_ev": [-9.901, -9.894], "multiplicity": 1, "species": ["C", "C", "N", "N", "N", "O", "S", "H", "H", "H"], "coordinates": [[0.406255, -1.389391, 0.132679], [-1.357118, 0.201279, -0.000782], [0.635878, -2.460400, 0.471890], [0.031885, -0.203692, -0.384964], [0.978562, 0.700665, -0.685600], [0.589303, 1.852767, -0.808156], [3.319530, 0.425932, 0.991747], [-1.872314, -0.675445, -0.433685], [-1.354885, 0.358872, 1.048480], [-1.377092, 1.189412, -0.331608]], "forces_ev_per_a": [[0.6, 0.0, -0.8], [1.9, -1.8, -0.7], [0.1, -0.3, 0.4], [-0.8, 0.5, 1.1], [0.5, 1.7, -0.3], [0.3, -2.0, 0.2], [0.0, 0.0, 0.0], [-1.0, 1.3, 0.5], [-0.4, -0.7, 1.2], [-1.2, 1.3, -1.6]]}

{"formula": "C2H3N3OS", "method": "wB97M-V/def2-TZVPD", "relative_energy_kcal_mol": 59.0, "homo_ev": -9.432, "multiplicity": 1, "species": ["O", "C", "C", "N", "N", "N", "S", "H", "H", "H"], "coordinates": [[-0.724458, -0.518505, -1.826301], [-0.418317, 0.300837, -0.750301], [-0.406722, 1.713564, -0.657332], [-0.194848, 2.017110, 0.692193], [0.108895, 0.839452, 1.337982], [-0.082025, -0.141319, 0.453391], [0.797772, -1.608546, 0.477538], [0.070645, -1.315350, -1.836697], [-0.821887, 2.374952, -1.477175], [-0.091377, -2.267940, 1.344503]], "forces_ev_per_a": [[3.7, -2.0, 1.2], [-0.5, 2.0, -2.7], [-1.6, -1.3, 0.4], [0.8, -3.1, -0.5], [-0.6, 3.3, -1.0], [0.8, -1.1, 0.1], [-1.1, -0.7, 1.8], [-3.4, 3.1, 0.1], [0.9, -0.6, 1.5], [0.9, 0.4, -1.0]]}

{"formula": "C2H3N3S", "method": "wB97M-V/def2-TZVPD", "relative_energy_kcal_mol": 121.3, "homo_ev": [-8.418, -8.416], "multiplicity": 1, "species": ["C", "C", "N", "N", "N", "S", "H", "H", "H"], "coordinates": [[0.872698, -0.423739, -1.445403], [-0.218295, -0.896642, 0.843009], [0.956174, -0.853741, -2.491619], [0.149964, 1.299016, 0.264362], [-0.506939, 0.346436, 0.827521], [-0.344938, -2.382269, 1.345129], [-0.613228, 1.939724, -0.028560], [1.030813, 0.459340, -0.623984], [-1.326249, 0.511875, 1.309545]], "forces_ev_per_a": [[1.1, 1.3, 2.2], [-1.1, -2.0, 0.7], [-0.2, -1.2, -2.1], [0.5, 4.0, -0.6], [1.5, -3.2, -0.2], [0.6, 1.0, -0.4], [1.2, 0.1, -0.1], [-1.3, -0.6, -0.7], [-2.4, 0.6, 1.1]]}

{"formula": "C2H3N3S", "method": "wB97M-V/def2-TZVPD", "relative_energy_kcal_mol": 144.7, "homo_ev": [-7.908, -7.954], "multiplicity": 1, "species": ["C", "C", "N", "N", "N", "S", "H", "H", "H"], "coordinates": [[1.005847, -0.033356, 0.155593], [0.612992, -1.215652, -0.196201], [0.147032, 1.066007, -0.057505], [-1.390352, -0.449665, -0.766403], [-1.111126, 0.814101, -0.426047], [-2.262959, -0.168500, 0.655636], [1.950639, 0.278174, 0.582770], [0.730498, -2.254742, -0.323790], [0.317433, 1.963629, 0.375944]], "forces_ev_per_a": [[0.1, 0.2, 0.1], [-2.8, 1.4, -0.6], [1.0, -0.1, 0.2], [3.6, -1.6, -1.1], [-1.1, 0.9, -0.3], [-0.9, 0.1, 1.8], [0.1, -0.2, 0.0], [0.3, -0.6, 0.1], [-0.2, -0.2, -0.1]]}

{"formula": "C2H3N3S", "method": "wB97M-V/def2-TZVPD", "relative_energy_kcal_mol": 110.0, "homo_ev": [-9.963, -9.915], "multiplicity": 1, "species": ["C", "C", "N", "N", "N", "S", "H", "H", "H"], "coordinates": [[-0.133053, 0.829621, 0.501780], [-0.032937, 0.843693, -0.913544], [1.049116, 0.837447, 1.090173], [1.241036, 0.762346, -1.331685], [2.116733, -1.975680, 0.165785], [2.213710, 0.733224, -0.027651], [-0.993414, 0.800395, 1.015976], [-0.886325, 0.880132, -1.674331], [1.430427, -1.739317, 0.859278]], "forces_ev_per_a": [[3.3, 0.3, -2.2], [0.4, -0.4, -1.3], [-0.2, -0.4, 0.8], [-1.0, 0.2, -0.1], [0.9, -0.5, -0.9], [-1.2, 0.5, -0.4], [-2.8, 0.1, 2.0], [1.5, -0.1, 1.3], [-0.9, 0.3, 1.0]]}

{"formula": "C2H3N3S2", "method": "wB97M-V/def2-TZVPD", "relative_energy_kcal_mol": 45.1, "homo_ev": -8.737, "multiplicity": 1, "species": ["S", "C", "N", "C", "N", "S", "N", "H", "H", "H"], "coordinates": [[-3.172548, -0.584621, -0.114727], [-1.583388, 0.050309, -0.228459], [-1.017204, 1.377714, -0.359391], [0.268046, 1.178715, -0.027110], [0.678223, -0.199091, 0.156896], [2.208889, -0.606584, -0.307860], [-0.496794, -0.855322, -0.382459], [1.147180, 1.927996, 0.061119], [2.643658, -0.568396, 0.994170], [-0.676060, -1.720718, 0.207824]], "forces_ev_per_a": [[2.5, 1.6, -0.1], [-0.3, -0.7, -1.4], [2.3, -1.8, 2.0], [-0.4, -0.3, -0.6], [-3.7, 3.5, -0.8], [1.7, -0.5, 0.6], [-0.3, -1.6, 2.7], [-2.0, -1.1, -0.3], [0.1, -0.4, -0.8], [0.2, 1.2, -1.3]]}

{"formula": "C2H3N3S2", "method": "wB97M-V/def2-TZVPD", "relative_energy_kcal_mol": 89.1, "homo_ev": -9.114, "multiplicity": 1, "species": ["N", "C", "C", "N", "S", "N", "S", "H", "H", "H"], "coordinates": [[-1.201672, -1.755707, -2.293321], [-0.967455, -0.768821, -1.585767], [-0.119935, -0.016001, -0.678070], [0.486238, 1.102159, -1.145996], [1.779130, 1.952760, -0.563026], [-0.032460, -0.721926, 0.457276], [-1.115046, -0.167005, 1.647741], [1.450798, 1.646668, 1.064283], [0.231180, -1.720315, 0.347823], [-0.510779, 0.448187, 2.749059]], "forces_ev_per_a": [[0.9, 6.4, 4.5], [-0.7, -6.2, -5.6], [1.6, 4.4, -4.0], [-1.9, -3.9, 0.6], [-1.9, -1.2, 4.3], [1.6, -0.4, 3.3], [-0.9, -0.3, 0.8], [1.2, 0.7, -3.4], [-0.6, 1.0, 0.5], [0.6, -0.6, -1.2]]}

{"formula": "C2H3N4", "method": "wB97M-V/def2-TZVPD", "relative_energy_kcal_mol": 127.6, "homo_ev": -15.839, "total_charge": 1, "multiplicity": 1, "species": ["C", "C", "N", "N", "N", "N", "H", "H", "H"], "coordinates": [[0.066117, 0.916467, -0.200594], [-0.101705, -0.354610, -0.983891], [0.815198, -1.156448, -0.250294], [1.141354, -0.066858, 0.746706], [-0.251704, 0.112480, 0.988534], [-0.559983, -1.095964, 0.147657], [0.092698, 1.942823, -0.180318], [-0.341754, -0.635394, -2.053096], [-0.860222, 0.337503, 1.785296]], "forces_ev_per_a": [[2.0, -3.9, 2.8], [-0.1, -0.2, -3.8], [1.8, 0.0, 0.4], [0.6, 2.6, -1.2], [-2.4, -0.5, -1.4], [-3.0, -0.9, 1.5], [0.1, 2.2, -0.3], [0.1, 0.7, 1.5], [0.8, 0.0, 0.5]]}

{"formula": "C2H3N4S", "method": "wB97M-V/def2-TZVPD", "relative_energy_kcal_mol": 3.9, "homo_ev": [-12.278, -15.648], "total_charge": 1, "multiplicity": 3, "species": ["C", "C", "N", "N", "N", "N", "S", "H", "H", "H"], "coordinates": [[-0.776710, -0.154631, -0.151250], [0.292143, 0.870340, 0.051949], [-1.968510, -0.351640, 0.133363], [-3.038197, -0.557041, 0.385173], [1.331213, -1.530717, 0.081297], [0.134887, -1.663836, -0.156581], [1.859140, -0.070780, 0.340122], [0.376247, 1.581497, -0.759398], [0.026866, 1.483020, 0.828130], [-0.205004, -2.613478, -0.105497]], "forces_ev_per_a": [[1.4, -0.9, 0.2], [0.1, -2.1, -1.7], [4.8, 2.1, -1.2], [-6.2, -1.3, 1.3], [0.0, -1.2, 0.4], [-0.5, 0.6, -0.5], [0.8, 2.5, 0.0], [0.2, -0.2, -0.8], [-0.4, 1.3, 2.6], [-0.4, -0.5, -0.4]]}

{"formula": "C2H3N5O", "method": "wB97M-V/def2-TZVPD", "relative_energy_kcal_mol": 0.0, "homo_ev": 1.984, "total_charge": -2, "multiplicity": 1, "species": ["C", "C", "N", "N", "N", "N", "N", "O", "H", "H", "H"], "coordinates": [[-0.027876, -0.839747, -0.133745], [-0.113610, 1.683495, 0.204310], [0.477130, -2.894735, -0.312897], [-0.117251, -1.867457, -0.967644], [0.574458, -1.164067, 1.025854], [0.905907, -2.448813, 0.892269], [-0.965894, 0.660152, -0.400924], [-1.129301, 0.825995, -1.735068], [0.034271, 1.452785, 1.281158], [0.824443, 1.946867, -0.228841], [-0.462277, 2.645527, 0.375529]], "forces_ev_per_a": [[-1.8, 2.4, 0.1], [0.5, -1.5, 1.9], [0.4, 1.1, 1.1], [0.2, -0.3, 0.4], [-0.1, 0.2, -0.5], [-0.6, -0.6, -1.3], [1.8, -2.6, 0.3], [0.0, 0.6, 0.0], [0.4, -0.8, -0.5], [1.4, -0.6, -0.9], [-2.3, 2.1, -0.6]]}

{"formula": "C2H3N6O3", "method": "wB97M-V/def2-TZVPD", "relative_energy_kcal_mol": 56.0, "homo_ev": [-3.755, -3.755], "total_charge": -1, "multiplicity": 1, "species": ["C", "C", "N", "N", "N", "N", "N", "N", "O", "O", "O", "H", "H", "H"], "coordinates": [[-1.893748, 1.271506, 0.646931], [2.013794, -2.521041, -1.040333], [-1.378225, 0.214779, 0.465245], [-1.271619, -0.900112, -0.125583], [-0.086209, -1.436875, -0.297104], [-2.393430, 2.422781, 0.983357], [0.913569, -0.808922, 0.174230], [-1.567989, 3.527429, 1.037716], [-2.181615, 4.649999, 1.140855], [-0.308112, 3.499049, 1.050902], [2.086419, -1.412340, -0.258060], [1.507362, -3.400829, -0.579266], [3.086513, -2.837891, -1.334375], [1.473289, -2.267534, -1.864515]], "forces_ev_per_a": [[2.3, -1.2, 0.0], [2.0, -2.6, 0.8], [-1.2, 5.1, 1.8], [-1.0, -3.4, -1.9], [1.3, 1.0, 0.8], [0.2, 0.6, 0.1], [-1.5, -0.5, -0.8], [0.3, 2.5, 0.2], [1.1, -2.9, -0.2], [-2.4, -0.9, -0.2], [1.8, 1.0, 1.8], [0.3, 0.5, 0.0], [-1.6, 0.7, 0.6], [-1.5, 0.2, -2.9]]}

{"formula": "C2H3NO", "method": "wB97M-V/def2-TZVPD", "relative_energy_kcal_mol": 130.8, "homo_ev": [-9.959, -9.513], "multiplicity": 1, "species": ["C", "C", "N", "O", "H", "H", "H"], "coordinates": [[-2.469429, -0.304579, 0.138079], [-1.443772, 0.269823, -0.153335], [1.535488, -0.024116, -0.022603], [-0.468025, 0.969206, -0.079173], [-3.352139, -0.725478, 0.367466], [1.259527, -0.376846, 0.926140], [2.145453, 0.874022, 0.097231]], "forces_ev_per_a": [[-0.4, -0.6, -0.4], [2.8, 2.0, 1.0], [1.3, 0.8, 0.5], [-0.2, 0.2, -0.9], [-2.4, -1.2, 0.4], [0.5, 0.8, -0.7], [-1.5, -1.9, 0.2]]}

{"formula": "C2H3NO", "method": "wB97M-V/def2-TZVPD", "relative_energy_kcal_mol": 48.0, "homo_ev": [-5.997, -11.798], "multiplicity": 3, "species": ["C", "C", "N", "O", "H", "H", "H"], "coordinates": [[-0.441205, -0.644652, 0.524291], [0.969102, 0.358132, -1.037688], [-1.149161, -0.108471, 1.373684], [0.803326, 1.530648, -1.102693], [-0.532345, -1.714094, 0.318276], [1.540849, -0.311510, -1.725028], [-1.190567, 0.889947, 1.649157]], "forces_ev_per_a": [[-2.4, 0.2, 0.8], [3.0, 1.4, 0.8], [0.4, 0.2, 0.4], [-0.7, -0.7, -0.6], [0.3, -0.3, 0.0], [-0.9, -0.1, -0.8], [0.3, -0.7, -0.6]]}

{"formula": "C2H3NO2", "method": "wB97M-V/def2-TZVPD", "relative_energy_kcal_mol": 64.5, "homo_ev": -9.470, "multiplicity": 1, "species": ["O", "C", "N", "C", "O", "H", "H", "H"], "coordinates": [[-3.155498, -0.137903, -0.240421], [-1.991116, -0.068558, 0.033835], [-1.023113, 0.664719, 0.530008], [-0.500070, -0.467422, -0.280406], [0.260378, -1.473610, 0.291829], [-0.710135, 1.127436, 1.359384], [0.113728, 0.017546, -1.230406], [0.426461, -1.138077, 1.166167]], "forces_ev_per_a": [[0.6, -0.2, 0.9], [0.1, -0.8, -2.1], [0.8, -0.5, 0.6], [0.9, 2.7, -2.6], [-0.8, 0.2, -0.1], [-0.1, 0.5, 0.4], [-1.9, -1.6, 2.1], [0.4, -0.4, 0.8]]}

{"formula": "C2H3NO2", "method": "wB97M-V/def2-TZVPD", "relative_energy_kcal_mol": 78.6, "homo_ev": -8.896, "multiplicity": 1, "species": ["O", "C", "C", "N", "O", "H", "H", "H"], "coordinates": [[-2.597471, -0.576298, 0.267261], [-1.546218, -0.135226, 0.011646], [-0.446093, 0.526564, -0.233368], [0.709186, 0.146047, 0.516324], [1.601730, -0.655099, -0.265617], [-0.342793, 1.296235, -0.979644], [0.311056, -0.547712, 1.218784], [2.310603, -0.054509, -0.535386]], "forces_ev_per_a": [[0.9, -0.1, 0.0], [-1.9, 0.4, -0.5], [0.9, -0.2, -0.1], [-0.7, -1.0, 1.5], [0.0, -0.3, -0.4], [-0.3, 0.0, 0.0], [1.3, 1.1, -0.8], [-0.2, 0.0, 0.3]]}

{"formula": "C2H3NO2", "method": "wB97M-V/def2-TZVPD", "relative_energy_kcal_mol": 65.3, "homo_ev": -9.887, "multiplicity": 1, "species": ["O", "C", "N", "C", "O", "H", "H", "H"], "coordinates": [[-1.112941, -2.157464, -0.917811], [-0.412363, -1.415661, -0.328897], [0.882277, -1.011386, -0.219588], [-0.159362, -0.210798, 0.452514], [-0.550508, 1.053585, -0.435319], [1.325507, -0.466355, -0.935890], [-0.010771, -0.200316, 1.462243], [-1.255303, 1.425831, 0.020921]], "forces_ev_per_a": [[-0.7, -0.7, -0.2], [0.3, 0.5, -0.3], [0.1, 0.7, 0.2], [-1.1, 1.5, -4.3], [3.2, -4.1, 1.5], [0.5, -0.3, -0.7], [-0.2, 1.1, 2.6], [-2.2, 1.2, 1.3]]}

{"formula": "C2H3NO2", "method": "wB97M-V/def2-TZVPD", "relative_energy_kcal_mol": 111.1, "homo_ev": -10.227, "multiplicity": 1, "species": ["C", "C", "N", "O", "O", "H", "H", "H"], "coordinates": [[-1.239566, -0.604453, 0.641661], [0.913255, 0.474159, -0.691682], [-0.258408, 0.410930, 0.927576], [-2.238092, -0.926681, 0.132317], [-0.281523, -0.970816, 1.449073], [0.324134, 0.659582, -1.609576], [1.376195, 1.365928, -0.468828], [1.404004, -0.408649, -0.380541]], "forces_ev_per_a": [[1.7, 2.3, 0.9], [-3.7, -0.2, 2.2], [0.1, 1.0, -3.9], [-0.8, -0.5, -0.5], [0.5, -2.2, 0.6], [0.1, -1.1, 0.7], [1.4, 1.7, 0.8], [0.6, -0.9, -0.6]]}

{"formula": "C2H3NO2", "method": "wB97M-V/def2-TZVPD", "relative_energy_kcal_mol": 105.9, "homo_ev": -9.059, "multiplicity": 1, "species": ["O", "C", "C", "N", "O", "H", "H", "H"], "coordinates": [[0.401321, -1.983512, -0.648976], [0.044161, -0.725185, -0.267959], [0.525853, 0.413867, 0.246892], [-0.671042, 1.226384, -0.069977], [-1.311396, -0.030083, -0.482483], [0.214266, -2.368642, -1.577587], [1.573506, 0.786978, 0.477243], [-1.271436, 1.474211, 0.700806]], "forces_ev_per_a": [[-0.6, 0.3, -0.5], [-2.6, 1.3, -1.3], [1.7, 1.1, -0.1], [1.2, -2.3, -0.2], [1.8, -2.0, -0.6], [0.1, 1.9, 2.1], [-1.8, -0.5, -0.2], [0.3, 0.3, 0.8]]}